{
  "formula": "C43H74F6O28Pb",
  "method": "ωB97M-V/def2-TZVPD",
  "species": ["Pb", "C", "O", "O", "C", "F", "F", "F", "C", "C", "H", "H", "H", "H", "H", "H", "C", "O", "O", "C", "F", "F", "F", "C", "C", "H", "H", "H", "H", "H", "H", "C", "O", "C", "O", "O", "C", "H", "H", "H", "H", "H", "H", "C", "O", "C", "O", "O", "C", "H", "H", "H", "H", "H", "H", "C", "O", "C", "O", "O", "C", "H", "H", "H", "H", "H", "H", "C", "O", "C", "O", "O", "C", "H", "H", "H", "H", "H", "H", "C", "O", "C", "O", "O", "C", "H", "H", "H", "H", "H", "H", "C", "C", "C", "O", "C", "H", "H", "H", "H", "H", "H", "H", "H", "O", "C", "O", "C", "C", "C", "H", "H", "H", "H", "H", "H", "O", "C", "O", "C", "C", "C", "H", "H", "H", "H", "H", "H", "O", "C", "O", "C", "C", "C", "H", "H", "H", "H", "H", "H", "O", "C", "O", "C", "C", "C", "H", "H", "H", "H", "H", "H"],
  "coordinates": [[-24.45, 8.75, -2.74], [-26.91, 9.45, -4.85], [-26.10, 8.28, -4.86], [-26.52, 10.06, -3.73], [-26.94, 10.26, -6.22], [-25.70, 10.48, -6.71], [-27.64, 9.57, -7.13], [-27.49, 11.49, -6.13], [-25.83, 7.55, -6.09], [-25.16, 6.25, -5.66], [-25.89, 5.81, -4.97], [-24.97, 5.58, -6.49], [-24.25, 6.45, -5.09], [-25.10, 8.17, -6.61], [-26.72, 7.39, -6.69], [-27.92, 9.00, -4.80], [-21.61, 7.11, -2.52], [-21.52, 8.54, -2.40], [-22.94, 6.85, -2.32], [-21.08, 6.69, -3.90], [-21.85, 7.15, -4.92], [-19.81, 7.07, -4.24], [-21.03, 5.34, -3.97], [-20.40, 9.08, -1.77], [-20.46, 10.62, -2.00], [-20.98, 10.77, -2.95], [-21.08, 11.05, -1.20], [-19.48, 11.08, -1.90], [-19.45, 8.83, -2.28], [-20.14, 8.89, -0.72], [-21.06, 6.61, -1.71], [-29.79, 6.93, -7.90], [-30.45, 8.16, -7.89], [-30.63, 8.88, -6.80], [-30.26, 8.60, -5.68], [-31.36, 9.93, -7.09], [-31.81, 10.74, -6.01], [-30.40, 6.12, -7.51], [-28.78, 6.96, -7.47], [-29.51, 6.69, -8.93], [-32.72, 11.22, -6.37], [-31.12, 11.55, -5.76], [-31.86, 10.30, -5.02], [-28.90, 6.28, -4.23], [-28.77, 5.19, -3.35], [-29.67, 4.19, -3.30], [-29.50, 3.27, -2.57], [-30.62, 4.37, -4.20], [-31.58, 3.31, -4.30], [-29.64, 7.01, -3.88], [-29.14, 6.09, -5.27], [-28.01, 6.89, -4.12], [-32.13, 3.21, -3.36], [-31.05, 2.39, -4.55], [-32.30, 3.45, -5.11], [-28.70, 8.85, -1.54], [-29.83, 9.43, -2.15], [-31.06, 8.99, -1.88], [-31.41, 7.97, -1.35], [-31.89, 9.91, -2.35], [-33.25, 9.51, -2.58], [-28.23, 8.16, -2.24], [-28.80, 8.34, -0.58], [-27.97, 9.61, -1.25], [-33.73, 9.75, -1.63], [-33.43, 8.53, -2.99], [-33.69, 10.23, -3.28], [-27.59, 4.25, -7.28], [-27.95, 4.19, -8.66], [-27.17, 4.76, -9.56], [-26.23, 5.49, -9.34], [-27.67, 4.49, -10.75], [-26.96, 4.86, -11.94], [-27.97, 5.16, -6.83], [-26.53, 4.14, -7.10], [-28.09, 3.39, -6.83], [-26.23, 4.11, -12.23], [-26.41, 5.75, -11.66], [-27.64, 4.98, -12.78], [-26.19, 10.07, -10.45], [-26.95, 10.54, -11.56], [-26.56, 10.09, -12.74], [-25.65, 9.34, -12.98], [-27.43, 10.49, -13.66], [-27.44, 9.79, -14.89], [-26.65, 9.97, -9.47], [-25.25, 10.60, -10.33], [-25.93, 9.03, -10.68], [-26.99, 10.36, -15.71], [-28.48, 9.75, -15.21], [-27.07, 8.77, -14.88], [-26.69, 15.14, -6.53], [-25.89, 14.26, -5.54], [-24.72, 13.70, -6.36], [-24.66, 14.50, -7.53], [-25.97, 14.92, -7.87], [-26.52, 16.15, -6.16], [-27.77, 14.97, -6.58], [-26.53, 13.45, -5.19], [-25.53, 14.82, -4.68], [-24.98, 12.67, -6.64], [-23.79, 13.60, -5.80], [-26.44, 14.12, -8.46], [-25.89, 15.77, -8.55], [-32.27, 12.92, -10.76], [-31.24, 12.94, -10.14], [-31.00, 12.02, -9.20], [-29.91, 12.35, -8.36], [-29.03, 13.25, -9.25], [-30.01, 13.83, -10.26], [-29.39, 11.43, -8.12], [-30.23, 12.91, -7.48], [-28.22, 12.63, -9.64], [-28.49, 14.04, -8.73], [-29.63, 13.66, -11.27], [-30.29, 14.88, -10.19], [-23.33, 9.71, -4.91], [-22.52, 10.43, -5.43], [-22.34, 11.69, -5.01], [-21.33, 12.27, -5.85], [-20.46, 11.15, -6.44], [-21.55, 10.09, -6.54], [-20.77, 13.01, -5.27], [-21.77, 12.78, -6.71], [-19.60, 10.97, -5.80], [-20.16, 11.41, -7.45], [-21.22, 9.06, -6.45], [-22.07, 10.14, -7.50], [-26.00, 7.03, -1.84], [-26.30, 5.98, -1.32], [-27.13, 5.97, -0.24], [-27.49, 4.63, 0.05], [-26.44, 3.78, -0.64], [-25.89, 4.60, -1.81], [-28.43, 4.35, -0.44], [-27.54, 4.35, 1.09], [-26.91, 2.84, -0.92], [-25.56, 3.71, 0.01], [-26.33, 4.39, -2.79], [-24.81, 4.51, -1.93], [-31.51, 13.25, -4.28], [-30.75, 12.99, -3.38], [-31.15, 13.08, -2.09], [-30.05, 12.88, -1.21], [-28.83, 13.01, -2.11], [-29.35, 12.45, -3.40], [-30.13, 11.91, -0.71], [-29.98, 13.63, -0.42], [-27.99, 12.38, -1.81], [-28.51, 14.05, -2.22], [-29.38, 11.37, -3.51], [-28.84, 12.80, -4.29]],
  "mulliken_charge": [1.84, 1.97, 1.53, -1.16, -0.45, -0.41, -0.07, 0.13, 0.37, -0.38, -0.08, 0.29, -0.43, 0.27, -0.87, -1.23, -0.29, -0.21, -0.58, 0.81, -0.15, -0.34, -0.30, -0.46, -0.80, -0.05, 0.27, 0.41, 0.31, 0.32, 0.35, 0.20, -0.43, 0.63, -0.28, -0.37, -0.34, 0.43, -0.68, 0.33, 0.48, -0.07, 0.03, 0.06, 0.27, 0.25, -0.63, -0.28, -0.84, 0.25, 0.66, -0.76, 0.30, 0.33, 0.26, -0.42, 0.24, 0.45, -0.60, -0.20, -0.99, -0.22, 0.46, 0.23, 0.35, 0.37, 0.29, -0.65, -0.35, 0.92, -0.58, -0.38, -0.59, 0.14, 0.35, 0.34, 0.29, 0.25, 0.23, -0.64, -0.16, 0.74, -0.59, -0.32, -0.73, 0.00, 0.34, 0.43, 0.29, 0.26, 0.33, -0.62, 0.05, 0.53, -0.52, -0.16, 0.33, 0.37, -0.39, 0.46, -0.45, 0.18, -0.01, 0.40, -0.63, 0.35, -0.34, 0.57, 0.51, -0.62, -0.44, 0.01, 0.02, -0.26, 0.24, 0.37, -0.27, 0.21, -0.37, -0.60, -0.63, -0.39, 0.42, 0.39, 0.29, 0.36, 0.30, 0.29, -0.32, -0.18, -0.34, -0.28, -0.79, 0.08, 0.12, 0.42, 0.32, 0.32, -0.03, 0.40, -0.62, 0.34, -0.39, -0.26, -0.55, 1.77, 0.10, 0.39, 0.22, 0.37, -0.79, -0.52],
  "e_lumo_ev": -0.2,
  "e_tot_ev": -124672.577,
  "multiplicity": 1,
  "largest_force_ev_per_a": 3.2,
  "homo_lumo_gap_ev": 8.28,
  "total_charge": 0,
  "molar_mass_g_mol": 1360.22
}